1.
2 unconnected molecules or ions with the total composition C3H10N2O. Source: the Open Molecules 2025 dataset; level of theory: ωB97M-V/def2-TZVPD.

**Energy relative to the best compared isomer or geometry (same formula, charge and spin)**: 148.8 kJ/mol
**DFT total energy**: -305.0180 Ha
**LUMO**: 0.9 eV
**Multiplicity**: 1
**Maximum force**: 0.95 eV/A
**Orbital gap**: 10.04 eV

Each line ends with the Mulliken charge.
Element x y z (Å)
N 0.66527 -1.08617 1.19925  -0.609
C 0.65920 0.66561 -1.55400  -0.101
H -1.72104 -0.30143 0.78975  0.273
H -0.78224 -2.45325 1.62635  0.317
H 0.55002 -1.24829 0.20773  0.267
H 0.55134 2.46944 -0.49284  0.237
N -0.73076 0.43988 -1.71383  -0.466
H -1.27863 1.20225 -1.33385  0.208
H 1.25342 -0.09330 -2.05309  0.395
H -0.95839 0.31847 -2.69014  0.223
C -0.53698 -1.42424 1.91124  -0.257
H 2.25412 1.83517 -0.86973  0.259
C 1.18169 1.70901 -0.93332  -0.770
H -0.34950 -1.40278 2.97990  0.272
O -1.62236 -0.54150 1.71503  -0.526
H 0.86486 -0.08887 1.21154  0.278

Forces on atoms 1 to 2 (eV/Å):
N 0.178 0.356 -0.368
C -0.646 0.130 -0.686

2.
A molecular structure, C28H73Cu2O27S8 in a non-equilibrium geometry. Source: the Open Molecules 2025 dataset; level of theory: ωB97M-V/def2-TZVPD.

**Energy relative to the best compared isomer or geometry (same formula, charge and spin)**: 112.0 kJ/mol
**DFT total energy**: -9607.9096 Ha
**LUMO (alpha / beta)**: -2.2 / -5.6 eV
**Multiplicity**: 3
**Maximum force**: 4.98 eV/A
**Expectation value of S²**: 2.01
**Orbital gap (alpha / beta)**: 9.39 / 5.53 eV
**Net charge**: +1

Each line ends with the Löwdin spin population.
Element x y z (Å)
H 6.34753 -1.10484 2.56776  0.000
H -0.02419 -3.20230 -5.40901  0.000
H -3.41505 -1.46883 0.96058  0.000
O 0.33327 1.46928 -6.55509  0.000
H 5.25950 -2.26025 -4.56360  0.000
H 7.61685 -3.10611 -4.96248  0.000
H -3.72024 -7.86350 1.00876  0.000
S 4.14389 -2.31426 -1.87110  0.002
H -4.29764 2.23472 -1.35970  0.000
O 3.90222 -3.78150 -1.85333  0.000
H 0.81127 6.30556 -1.78483  0.000
H 0.61669 4.85049 -2.63564  0.000
H -5.11611 0.81764 -0.96448  0.000
C -0.46538 0.83743 6.74652  0.000
H -4.46188 -6.04680 -0.86102  0.000
O 1.09028 5.11899 4.41117  0.000
C 5.02437 -1.83626 3.84951  0.002
H -0.86986 -2.99552 -1.64416  0.000
H -2.03335 -2.32168 0.30814  0.000
O 4.53956 -0.05718 2.28787  0.240
C 0.49305 5.27334 -1.63864  0.000
C 5.51854 -0.69738 3.14641  0.017
O 0.34202 -2.16544 4.99809  0.002
H 1.35253 -3.53899 -6.44610  0.000
H 8.10235 -2.69065 -3.28799  0.000
C -0.38546 -3.87992 -1.23030  0.000
S 0.46903 -1.26700 3.88926  0.000
H 1.98194 -1.73892 -2.74746  0.000
H -5.31881 2.49658 0.97963  0.000
H 5.75480 -2.18730 4.57843  0.000
C 0.39426 5.90160 6.45043  0.000
C 0.33835 6.21042 4.94495  0.000
H 2.07111 3.47388 -3.13239  0.000
H -0.72865 3.75100 1.58721  0.000
H -1.57187 5.65207 -2.14180  0.000
O 3.54355 3.74562 0.12928  0.000
C -2.30470 -2.28890 -3.98001  0.000
H -3.27864 -7.26587 -1.18920  0.000
H -1.80914 1.04283 -4.49222  0.000
C -0.86106 1.35783 -4.05632  0.000
S -3.86031 -1.37744 -3.36642  0.000
O 5.64700 -1.90762 -2.61928  0.002
H 0.43854 1.43834 6.84611  0.000
C 2.98028 -1.41659 -3.04328  0.000
H -0.67533 6.05550 4.57544  0.000
H -2.22342 -6.95367 1.11364  0.000
C -3.82862 -2.48475 -0.98669  0.000
C 0.81348 1.09650 0.51252  0.082
O 1.75870 1.42209 -4.54436  0.000
H 1.45874 -3.05180 -4.73635  0.000
S 2.91974 4.38299 -1.06766  0.000
O 1.01806 -1.36407 -0.16133  0.122
H 0.66158 2.06779 0.04177  0.007
H -1.58038 1.27332 5.00514  0.000
C -3.12289 -2.31518 0.33893  0.000
S -1.18002 -5.56409 -1.66796  0.000
C -4.29138 1.43878 -0.61503  0.000
O -4.27587 0.97182 1.73314  0.000
O 0.39056 -0.67738 -5.06809  0.000
H -6.44113 2.73502 3.53598  0.000
H -6.68905 1.19071 2.57130  0.000
H 0.17905 -1.45061 -7.05759  0.000
O -3.95753 0.09650 4.13206  0.000
H 0.14028 4.85749 6.63325  0.000
H 0.59973 7.21849 4.62314  0.000
C 2.80430 3.11116 -2.41200  0.000
C -0.92482 0.45946 5.31495  0.000
O -0.43583 -6.65949 -1.02780  0.000
H -0.19378 -0.07006 7.28578  0.000
H -1.27651 1.31734 7.29412  0.000
H -0.68087 -0.23062 -0.44539  0.000
H -3.59850 -3.42253 -1.49237  0.000
H -1.20801 -0.42302 2.31312  0.002
C -6.22143 1.67268 3.42987  0.000
H 3.12626 -0.33892 -2.96978  0.000
H -1.16850 4.17642 3.32189  0.000
O -5.00713 -2.24894 -3.62061  0.000
H -0.25504 -3.88569 -0.14815  0.000
C -3.28137 -6.87648 0.86285  0.000
H -0.84290 2.41099 -3.77595  0.000
H -0.36571 6.50559 6.94614  0.000
O -2.54613 -5.32766 -0.70092  0.000
H -0.70530 0.79234 -3.13759  0.001
O 1.75611 -1.32709 3.13578  0.010
C -1.02858 -1.38099 2.80118  0.002
H -0.28783 2.76318 2.99295  0.001
Cu 3.88695 2.29942 1.81922  0.048
H 5.83192 -3.68708 -3.77388  0.000
H -1.24953 5.78504 -0.45263  0.000
H 3.74100 3.16963 -2.96631  0.000
H -6.59415 1.23964 4.35813  0.000
O 0.90104 6.03466 1.98012  0.000
H 1.39258 5.92041 6.88760  0.000
O 4.09873 -1.56528 -0.58608  0.012
H -3.76357 -6.18324 1.55205  0.000
C 0.96955 -2.85358 -5.69003  0.000
C -0.97637 5.21470 -1.34043  0.000
O 0.18359 0.30199 4.52514  0.000
H 2.58607 2.14580 -1.95533  0.000
C 7.46115 -2.42270 -4.12773  0.000
H 7.68737 -1.42309 -4.49879  0.000
H 5.02868 -2.61887 3.09082  0.000
S -4.31102 1.28614 3.38520  0.000
H -4.90719 -2.51135 -0.83147  0.000
O -3.54013 -1.33657 -1.74536  0.000
C -0.42138 3.78315 2.63251  0.001
H 0.61280 -3.87648 -1.66801  0.000
C -4.37915 1.97157 0.80787  0.000
O 2.28310 3.91404 2.57437  -0.001
H -0.84287 -2.15716 2.05877  0.000
H -3.34224 0.92233 -0.75828  0.000
S 0.55164 0.97275 -5.20144  0.000
H 2.97063 -1.67320 -4.10261  0.000
O -3.89235 0.00509 -3.88630  0.000
H 0.62782 0.15271 -1.44410  0.011
O 2.14200 1.07556 1.02836  0.707
Cu 2.83583 -1.10674 1.17011  0.635
C 0.85858 -1.45663 -6.20537  0.000
O 3.52118 5.60977 -1.59499  0.000
H -1.30311 4.19261 -1.14894  0.000
H 5.91797 0.06779 3.81205  0.012
S 1.13226 4.81867 2.80608  0.000
C 5.92729 -2.60127 -3.77249  0.000
H -1.61344 -0.38486 5.34690  0.000
H -2.32026 -2.24949 -5.06919  0.000
C -3.46969 -6.39045 -0.56853  0.000
O 1.29805 4.57205 -0.71769  0.000
H 0.08234 1.08005 1.32078  0.049
H 4.10555 -1.70017 4.41989  0.000
H -3.50198 2.61271 0.89518  0.000
O -1.65264 -5.54075 -3.09738  0.000
O -3.53868 2.50056 3.66053  0.000
H -1.45035 -1.80743 -3.50422  0.000
C 0.40136 -0.10567 -0.40967  0.035
H -2.40327 -3.28292 -3.54375  0.000
H -3.36102 -3.09898 1.05799  0.000
H -1.95141 -1.66575 3.30656  0.000
H 1.82558 -1.10886 -6.56876  0.000

Forces on atoms 1 to 2 (eV/Å):
H 0.333 0.605 -0.447
H -0.336 -0.136 -0.459

3.
2 unconnected molecules or ions with the total composition C4H8O2. Source: the Open Molecules 2025 dataset; level of theory: ωB97M-V/def2-TZVPD.

**Energy relative to the best compared isomer or geometry (same formula, charge and spin)**: 524.7 kJ/mol
**DFT total energy**: -307.5126 Ha
**LUMO**: 0.8 eV
**Multiplicity**: 1
**Maximum force**: 0.46 eV/A
**Orbital gap**: 9.64 eV

Each line ends with the Mulliken charge.
Element x y z (Å)
H -2.23314 0.38347 -0.59961  0.295
H 1.85426 2.26207 0.87070  0.261
C -1.84697 -0.40420 0.05336  -0.965
H -0.08584 -1.39351 0.91676  0.318
H 2.06931 0.53014 1.53522  0.252
C -0.23587 0.59068 0.07443  -1.093
C 2.07133 1.20102 0.65620  -0.050
H -2.17039 -1.35114 -0.39067  0.432
H 0.63997 -0.96163 -1.69463  0.382
H -0.16856 1.00270 -0.94785  0.291
H -2.23355 -0.30147 1.06448  0.295
O 0.18202 -1.55946 -1.08562  -0.537
C -0.19781 -0.80595 0.00402  0.554
O 2.35524 0.80727 -0.45678  -0.434

Forces on atoms 1 to 2 (eV/Å):
H 0.099 -0.051 0.103
H 0.033 -0.097 -0.090

4.
A gas-phase ion, C5H11N (charge -1) in a non-equilibrium geometry. Source: the Open Molecules 2025 dataset; level of theory: ωB97M-V/def2-TZVPD.

**Energy relative to the best compared isomer or geometry (same formula, charge and spin)**: 246.5 kJ/mol
**DFT total energy**: -251.7058 Ha
**LUMO (alpha / beta)**: 3.9 / 3.8 eV
**Multiplicity**: 2
**Maximum force**: 4.31 eV/A
**Expectation value of S²**: 0.75
**Orbital gap (alpha / beta)**: 2.34 / 8.63 eV
**Net charge**: -1

Each line ends with the Löwdin spin population.
Element x y z (Å)
H 2.24158 -1.65843 1.92004  0.004
H -0.52259 1.08056 -1.90479  0.061
H -0.33987 0.99439 1.07974  0.027
H -2.15510 2.59193 0.27931  0.046
C -2.05227 1.88009 -0.71733  0.332
C 1.09511 -0.16318 0.11400  0.046
H -2.79040 1.03205 -0.61107  0.067
N -0.69696 1.44766 -0.94796  0.036
H 0.56125 -2.56677 -0.32105  0.034
H 1.61754 -0.06556 -0.87198  0.012
C 1.06633 -1.68558 0.19678  0.068
H -1.04185 -0.38840 0.22092  0.042
H -2.26923 2.47143 -1.69481  0.059
H 2.01917 -3.25633 1.07571  0.005
H 1.79827 0.16350 0.82234  0.008
C -0.31876 0.39002 0.17668  0.117
C 1.78780 -2.26738 1.18349  0.036

Forces on atoms 1 to 2 (eV/Å):
H 0.743 0.312 0.745
H -0.575 0.086 1.125

5.
A molecular structure, C12H10AsClIrN4O5S4. Source: the Open Molecules 2025 dataset; level of theory: ωB97M-V/def2-TZVPD.

**Energy relative to the best compared isomer or geometry (same formula, charge and spin)**: 0.0 kJ/mol
**DFT total energy**: -5451.8313 Ha
**LUMO (alpha / beta)**: 1.4 / 1.4 eV
**Multiplicity**: 1
**Maximum force**: 0.77 eV/A
**Orbital gap (alpha / beta)**: 6.47 / 6.47 eV
**Net charge**: -1

Each line ends with the Mulliken charge.
Element x y z (Å)
O 5.87887 2.61100 -0.35280  -0.615
C 4.28294 0.18652 -0.32082  -0.161
O 1.55948 3.52590 -0.02234  -0.828
H 1.72694 -2.01363 2.28127  0.219
S -3.83041 -3.32626 -0.08350  -0.477
O 0.84146 0.25565 2.23241  -0.762
O 0.14948 1.80844 0.15336  -0.744
H 0.60228 -2.64679 3.36409  0.238
As -2.27810 -2.59419 1.06362  0.401
C 1.29123 2.31918 -0.00887  1.115
H 2.19955 -4.46342 -2.58531  0.379
H -1.06602 0.27982 3.70181  0.298
N -0.43396 -0.46071 3.97228  -0.330
H -0.88944 -1.30162 4.31776  0.283
C 3.81605 1.48766 -0.26203  0.329
C 3.19954 -2.07143 -0.43944  -0.435
C 2.41343 1.33616 -0.21114  0.269
S -1.89800 -3.46298 2.96421  -0.619
C 3.07652 -4.80950 -0.65755  -0.457
C 3.65828 -2.85128 0.60886  -0.053
Ir 0.06079 -0.32302 0.42043  1.579
C 0.52040 -0.67344 3.06274  0.287
S -0.26338 -2.45255 -0.07486  -0.342
N 2.07751 0.05989 -0.27276  -1.043
C 4.67703 2.70859 -0.26475  0.437
N 3.22183 -0.64716 -0.31276  0.860
C 2.62549 -4.01291 -1.69915  -0.480
S -2.10704 -0.34510 1.12349  -0.473
O 4.06575 3.87000 -0.17381  -0.574
C 3.59330 -4.23164 0.49341  -0.812
Cl 5.85625 -0.43118 -0.44005  -0.138
N 1.19164 -1.83458 3.12128  -0.364
H 4.04281 -2.37949 1.50495  0.584
H 3.01092 -5.88670 -0.73536  0.397
C 2.68675 -2.63292 -1.59548  -0.192
H 2.31316 -1.99113 -2.38237  0.388
H 3.05248 3.78679 -0.15954  0.459
H 3.93521 -4.85401 1.30953  0.379

Forces on atoms 1 to 2 (eV/Å):
O -0.019 -0.024 0.049
C -0.026 0.109 -0.077

6.
A single C4H12FN2O4PS molecule in a non-equilibrium geometry. Source: the Open Molecules 2025 dataset; level of theory: ωB97M-V/def2-TZVPD.

**DFT total energy**: -1409.5426 Ha
**LUMO**: 0.1 eV
**Multiplicity**: 1
**Maximum force**: 1.29 eV/A
**Orbital gap**: 9.93 eV

Each line ends with the Mulliken charge.
Element x y z (Å)
C 2.29935 -1.00484 -0.61156  -1.082
C 0.08441 1.05973 0.87226  -1.057
S -1.17055 -1.10325 1.52276  1.103
H 2.87000 -1.64377 0.06075  0.311
H 1.94712 1.71150 1.52434  0.350
P -1.75683 0.16826 -1.00762  0.647
H -3.77875 -0.41052 -1.20981  0.324
O -2.29960 -0.59161 2.20442  -0.560
H 1.28125 -1.37435 -0.69003  0.220
C 1.56131 0.77229 1.11626  -0.475
O -1.73064 1.76208 -0.99723  -0.565
F -1.64486 -2.29733 0.64005  -0.229
C 2.36380 0.44935 -0.14055  -0.507
H 1.69640 0.02026 1.88901  0.372
H 3.41233 0.68804 0.04248  0.361
H 0.01592 1.87395 0.16940  0.514
H -0.39074 1.33731 1.81354  0.397
H 2.04330 1.10543 -0.95488  0.288
N -0.66228 -0.12358 0.28516  0.411
H 2.74129 -1.08541 -1.60440  0.349
H -2.34597 2.10484 -1.66031  0.349
N -1.32755 -0.48465 -2.33224  -0.692
H -1.97665 -1.15478 -2.72055  0.234
O -0.02968 -1.53546 2.23696  -0.573
O -3.20237 -0.24352 -0.44821  -0.489

Forces on atoms 1 to 2 (eV/Å):
C 0.072 0.164 -0.093
C 0.655 -0.686 0.242